No. 1
# C39H66AsIrN3O4S2Si6

A molecular structure, C39H66AsIrN3O4S2Si6 (ωB97M-V/def2-TZVPD, the Open Molecules 2025 dataset).

Results
Total charge: -1
E_LUMO: 2.1323 eV
HOMO-LUMO gap: 4.862 eV
Relative energy (zero: lowest compared OMol25 entry of this formula, charge and spin): 44.6 kJ/mol
Total energy: -6864.6487 Eh
E_HOMO: -2.73 eV

Last column: Löwdin charge in e.
Positions of all 122 atoms, in Å:
Ir -0.5043 0.0232 -0.3193  0.81
C -0.7945 1.8149 2.7888  -0.15
O -0.6935 1.8016 1.3700  -0.38
Si -1.8152 2.6093 0.4323  0.32
C -3.5640 2.3266 1.0759  -0.15
C -1.5466 4.4580 0.7180  -0.14
C -1.3477 1.8629 -1.2233  -0.55
Si -0.0723 2.9721 -2.0672  0.39
C 0.7226 2.2592 -3.6219  -0.19
C -0.8082 4.5678 -2.7962  -0.19
C 1.2823 3.5691 -0.8948  -0.20
Si -2.9192 1.6113 -2.2343  0.41
C -2.6746 1.0076 -4.0041  -0.17
C -3.8362 3.2679 -2.4464  -0.18
C -4.1954 0.4343 -1.4820  -0.16
H -1.2807 2.7369 3.1257  0.09
H 0.2130 1.7574 3.1957  -0.01
H -1.3841 0.9628 3.1399  0.08
H -3.7250 2.9732 1.9422  0.03
H -3.7246 1.2933 1.3767  0.02
H -4.3206 2.5780 0.3336  0.02
H -2.1475 4.7779 1.5725  0.03
H -1.8377 5.0778 -0.1300  0.02
H -0.5027 4.6703 0.9438  0.03
H -0.0329 1.9577 -4.3480  0.01
H 1.3636 1.4059 -3.4207  -0.02
H 1.3235 3.0480 -4.0854  0.04
H -1.2706 4.3779 -3.7675  0.02
H 0.0075 5.2798 -2.9533  0.03
H -1.5550 5.0521 -2.1700  0.00
H 1.5020 2.8901 -0.0706  -0.01
H 1.0054 4.5315 -0.4627  0.02
H 2.2108 3.7274 -1.4527  0.03
H -2.1741 1.7404 -4.6400  0.02
H -3.6662 0.8241 -4.4278  0.04
H -2.1165 0.0720 -4.0604  0.00
H -3.4038 3.8728 -3.2421  0.01
H -3.8344 3.8775 -1.5395  0.02
H -4.8808 3.0748 -2.7072  0.03
H -3.8517 -0.0965 -0.5969  0.01
H -4.4713 -0.3204 -2.2201  0.01
H -5.1018 0.9835 -1.2184  0.03
O -2.2170 -0.4269 0.8683  -0.16
C -1.6312 -1.2509 1.6248  -0.56
N -0.3410 -1.5022 1.4359  -0.10
S 0.1088 -2.8610 2.2994  0.62
O 1.2056 -2.6907 3.1866  -0.31
O 0.1331 -3.9756 1.3876  -0.31
C -1.4157 -2.9299 3.2166  -0.21
C -1.7595 -3.7764 4.2491  -0.02
C -3.0469 -3.6565 4.7634  -0.07
C -3.9476 -2.7283 4.2455  -0.07
C -3.5833 -1.8864 3.2029  0.01
C -2.2972 -2.0031 2.7075  -0.15
H -1.0553 -4.4957 4.6446  0.12
H -3.3540 -4.2964 5.5807  0.10
H -4.9430 -2.6631 4.6649  0.10
H -4.2708 -1.1640 2.7836  0.12
C 3.9974 0.9596 -2.9728  -0.03
N 3.4257 -0.3671 -2.8364  -0.10
C 3.8432 -1.4780 -3.5457  -0.04
C 3.1672 -2.5396 -3.0610  -0.05
N 2.3751 -2.0656 -2.0447  0.09
C 2.4856 -0.7296 -1.9354  -0.66
S 1.7781 0.2866 -0.7495  0.61
H 4.0419 1.2257 -4.0278  0.10
H 4.9942 0.9750 -2.5327  0.09
H 3.3648 1.6632 -2.4380  0.06
H 4.5846 -1.4086 -4.3202  0.12
H 3.1821 -3.5757 -3.3432  0.12
H 1.7041 -2.5967 -1.4984  0.09
C -5.0710 -3.8576 -1.4009  -0.10
C -4.1850 -4.0055 -0.3426  -0.08
C -2.9228 -3.4337 -0.4119  -0.09
C -2.5212 -2.6865 -1.5219  -0.29
C -3.4199 -2.5709 -2.5825  -0.13
C -4.6795 -3.1501 -2.5283  -0.10
Si -0.8049 -1.8880 -1.5716  0.58
C -0.3025 -2.0916 -3.3988  -0.32
C 0.1350 -1.0742 -4.2335  -0.13
C 0.5531 -1.3232 -5.5360  -0.08
C 0.5412 -2.6182 -6.0298  -0.10
C 0.1114 -3.6571 -5.2118  -0.10
C -0.3039 -3.3926 -3.9156  -0.11
H -6.0578 -4.3019 -1.3518  0.09
H -4.4715 -4.5738 0.5346  0.10
H -2.2232 -3.6034 0.3989  0.08
H -3.1314 -2.0232 -3.4734  0.10
H -5.3587 -3.0454 -3.3661  0.10
H 0.0429 -2.9716 -0.9730  -0.01
H 0.1680 -0.0688 -3.8472  0.05
H 0.8859 -0.5024 -6.1610  0.10
H 0.8650 -2.8206 -7.0436  0.09
H 0.1013 -4.6741 -5.5863  0.10
H -0.6377 -4.2147 -3.2890  0.11
C 5.2023 2.4891 2.2666  -0.26
Si 4.6459 0.6691 2.2932  0.10
C 5.1503 0.0342 0.5666  -0.26
C 5.8686 -0.1554 3.4877  -0.25
As 2.3894 0.3897 2.5724  0.67
Si 2.3517 0.1960 4.8638  0.13
C 3.2154 -1.2851 5.6750  -0.23
C 3.0228 1.7112 5.8055  -0.25
C 0.5453 0.0405 5.4567  -0.24
H 6.2658 2.6010 2.0287  0.01
H 5.0145 2.9563 3.2364  0.01
H 4.6180 3.0393 1.5248  0.01
H 6.2376 0.0597 0.4410  0.02
H 4.7010 0.6682 -0.2032  -0.02
H 4.8011 -0.9885 0.4053  0.01
H 6.8888 0.0795 3.1672  0.01
H 5.7528 -1.2408 3.5018  0.02
H 5.7439 0.2076 4.5098  0.00
H 4.2534 -1.3876 5.3603  -0.01
H 2.6986 -2.2108 5.4126  0.01
H 3.1921 -1.1680 6.7640  0.02
H 4.1152 1.7450 5.7630  0.00
H 2.7290 1.7002 6.8607  0.01
H 2.6500 2.6300 5.3479  0.01
H -0.0765 -0.5156 4.7501  -0.01
H 0.0879 1.0224 5.6050  0.01
H 0.5159 -0.4923 6.4121  0.02

No. 2
# C39H66BCdN10SSi

A molecular structure, C39H66BCdN10SSi (ωB97M-V/def2-TZVPD, the Open Molecules 2025 dataset).

Results
Total charge: -1
E_LUMO: 1.4435 eV
HOMO-LUMO gap: 3.230 eV
Relative energy (zero: lowest compared OMol25 entry of this formula, charge and spin): 75.6 kJ/mol
Total energy: -2953.5390 Eh
E_HOMO: -1.79 eV

Last column: Löwdin charge in e.
Positions of all 119 atoms, in Å:
Cd -0.1125 -0.9903 0.8158  1.30
C -3.0084 -1.8346 4.1248  -0.06
C -2.3322 -1.8714 2.8359  -0.29
N -1.0110 -1.6176 2.7871  -0.10
N -0.4046 -1.4082 3.9502  -0.05
C 0.9544 -1.2662 3.8874  -0.87
N 1.5289 -1.0932 5.0843  0.08
S 1.8649 -1.2376 2.4112  0.48
C -3.0042 -2.0710 1.5911  -0.24
C -4.4101 -2.2339 1.4754  -0.01
C -4.9436 -2.7482 0.2894  -0.05
C -4.0797 -2.9900 -0.8170  -0.06
C -2.7697 -2.6267 -0.6477  -0.16
N -2.2213 -2.1343 0.4804  0.03
H -2.2865 -1.8123 4.9779  0.08
H -3.7941 -2.6169 4.2269  0.09
H -3.5543 -0.9074 4.3083  0.08
H 0.9707 -1.1015 5.9366  0.11
H 2.4933 -1.1903 5.2391  0.07
H -5.1081 -1.8942 2.2269  0.11
H -6.0214 -2.9376 0.2243  0.11
H -4.4793 -3.3540 -1.7348  0.09
H -2.0741 -2.7208 -1.4830  0.11
C -3.9296 1.4530 -2.0352  -0.09
C -2.9305 0.9132 -1.0001  -0.34
C -2.5404 2.0359 0.0123  -0.04
C -1.7515 0.3382 -1.7612  -0.24
C -1.6302 -0.0323 -3.1220  0.02
C -0.2292 -0.1328 -3.3715  -0.26
C 0.4011 -0.4820 -4.6413  -0.36
C 0.3185 0.7010 -5.6175  -0.06
C -0.3156 -1.7308 -5.2874  -0.05
N 0.4344 0.0583 -2.2408  0.04
N -0.4702 0.3626 -1.1947  0.01
B 2.0024 0.0351 -1.9913  -0.50
N 2.3881 -1.3819 -1.5631  0.08
N 1.3599 -2.0689 -0.8005  0.06
C 1.8518 -3.3065 -0.6463  -0.34
C 3.1612 -3.3928 -1.1490  0.03
C 3.3694 -2.2255 -1.8841  -0.23
C 4.5377 -1.9089 -2.7435  -0.35
C 5.7763 -2.2915 -1.9148  -0.09
C 4.6770 -2.6118 -4.0680  -0.07
C 0.9968 -4.3250 -0.0779  -0.41
C 1.7979 -5.0926 0.9262  -0.08
C 0.4861 -5.3633 -1.1236  -0.06
N 2.1906 1.1691 -0.9568  0.03
N 1.3607 1.4208 0.0915  0.05
C 1.9060 2.3881 0.8948  -0.27
C 3.1578 2.7290 0.3011  0.01
C 3.2739 1.9548 -0.8484  -0.24
C 4.5242 2.0589 -1.6976  -0.34
C 4.4593 3.4572 -2.3542  -0.07
C 5.8046 1.8239 -0.8428  -0.05
C 1.1735 2.8988 2.0662  -0.37
C 0.4477 4.1906 1.6309  -0.06
C 2.1607 3.1312 3.2444  -0.07
H -4.8949 1.7883 -1.6736  0.07
H -4.2644 0.6865 -2.7217  0.06
H -3.5001 2.3054 -2.5735  0.09
H -3.4897 0.1299 -0.5165  0.10
H -2.8809 3.0078 -0.3705  0.08
H -1.4513 2.0787 0.2478  0.06
H -3.1553 1.8782 0.9234  0.05
H -2.3696 -0.2489 -3.8879  0.10
H 1.4689 -0.6053 -4.4370  0.11
H -0.7443 0.8767 -5.9077  0.09
H 0.8755 0.5031 -6.5577  0.08
H 0.6887 1.5490 -5.0220  0.09
H -1.3550 -1.4586 -5.5733  0.07
H -0.4758 -2.5966 -4.6557  0.06
H 0.2432 -2.0241 -6.1778  0.07
H 2.6131 0.2998 -3.0347  0.12
H 3.8279 -4.2540 -1.0304  0.12
H 4.5253 -0.7704 -2.8342  0.13
H 5.9756 -3.3687 -1.9271  0.07
H 5.7083 -1.8775 -0.8636  0.10
H 6.6699 -1.8403 -2.3808  0.08
H 5.2516 -3.5583 -4.0659  0.09
H 5.0836 -1.9411 -4.8575  0.09
H 3.7983 -2.8683 -4.6031  0.05
H 0.1033 -3.8437 0.3561  0.11
H 2.6388 -5.6111 0.5501  0.06
H 1.0621 -5.8630 1.2511  0.09
H 2.1268 -4.4402 1.7323  0.07
H 1.3380 -5.8087 -1.6801  0.08
H -0.1428 -4.8540 -1.8673  0.06
H -0.1074 -6.2247 -0.7251  0.08
H 3.8983 3.4058 0.7173  0.11
H 4.4656 1.3101 -2.4943  0.09
H 4.7790 4.2331 -1.6262  0.08
H 3.4458 3.7279 -2.6592  0.08
H 5.1200 3.5866 -3.2049  0.06
H 5.6063 2.1058 0.2290  0.08
H 6.6477 2.3639 -1.2255  0.06
H 5.9949 0.7584 -0.7287  0.06
H 0.4842 2.1140 2.3521  0.11
H 0.9747 4.6532 0.7506  0.09
H 0.3602 4.9625 2.4302  0.08
H -0.5777 3.9843 1.2907  0.06
H 2.8474 3.9421 2.9912  0.07
H 2.7891 2.2263 3.4394  0.08
H 1.6285 3.3479 4.1750  0.07
C -5.0343 4.9262 3.4070  -0.25
Si -4.5195 3.1527 3.8853  0.29
C -5.4511 2.6324 5.4466  -0.23
C -5.2896 2.0734 2.5116  -0.23
C -2.7640 2.8517 4.2344  -0.27
H -6.0814 5.2052 3.6525  0.00
H -4.8181 5.0406 2.3242  0.00
H -4.4465 5.7797 3.8807  0.02
H -5.7643 1.5755 5.4105  0.01
H -6.3492 3.2771 5.6404  0.02
H -4.7309 2.6463 6.2491  -0.01
H -6.2106 1.6045 2.7984  -0.01
H -4.6666 1.2089 2.2612  -0.01
H -5.5428 2.6004 1.5703  0.01
H -2.4363 2.6300 5.2483  -0.12
H -1.9436 2.9126 3.5025  -0.12